Entry 1:
The following is a quantum chemistry calculation of a 6-piece molecular cluster, C18H42F3N2O9 overall in a non-equilibrium geometry, from the Open Molecules 2025 dataset.

Last column: Mulliken charge in e.
Geometry (Å):
1 O -0.10809 -1.75564 4.34945  -0.36
2 N -0.51618 -1.18610 3.40321  0.25
3 O 0.58419 -1.01945 2.54516  -0.34
4 C 0.08887 -0.34265 1.35924  0.56
5 C 1.29584 0.01499 0.41300  -1.22
6 N 1.75910 1.44081 0.47990  0.17
7 C 2.63473 1.78637 -0.68959  0.72
8 F 2.06379 1.55667 -1.88791  -0.12
9 F 2.99449 3.09577 -0.66045  -0.24
10 F 3.79534 1.08736 -0.55170  -0.25
11 C 0.65613 2.43038 0.73871  -0.69
12 C -0.04137 1.92287 2.07280  0.08
13 C -0.89747 3.02720 2.76069  -0.88
14 C 0.16189 3.61062 3.86787  0.29
15 C 0.09733 5.25873 4.04988  -1.13
16 O 1.24136 4.39706 3.33632  -0.37
17 O -0.76045 0.73751 1.71640  -0.51
18 H -0.56228 -1.06629 0.77757  0.77
19 H 1.06080 -0.34244 -0.61806  0.48
20 H 2.16457 -0.61432 0.75376  0.35
21 H 2.39384 1.50997 1.29815  0.44
22 H 1.00778 3.47995 0.86684  0.61
23 H -0.12811 2.33097 -0.05634  0.23
24 H 0.81650 1.61086 2.74790  0.43
25 H -1.76712 2.64837 3.34155  0.32
26 H -1.11140 3.91373 2.12359  0.44
27 H 0.33818 2.98466 4.81210  0.48
28 H 0.91717 5.99772 4.22076  0.44
29 H 0.01792 5.04402 5.18902  0.24
30 C -2.14154 -1.98154 -2.94097  -0.81
31 C -2.48215 -1.74542 -1.48401  -0.50
32 O -1.33783 -1.24543 -0.78225  -0.30
33 H -1.31956 -2.69223 -3.03286  0.19
34 H -3.00428 -2.36921 -3.48524  0.42
35 H -1.81433 -1.05194 -3.41744  0.12
36 H -2.78647 -2.67586 -1.00514  0.42
37 H -3.29863 -1.02381 -1.38498  0.30
38 H -1.07907 -0.41550 -1.20701  -0.03
39 C -1.81095 2.74520 -3.89246  -1.16
40 C -1.78376 2.39286 -2.41961  -0.29
41 O -0.46788 1.97842 -2.02831  -0.37
42 H -1.50557 1.88846 -4.49644  0.24
43 H -2.81037 3.05504 -4.20081  0.39
44 H -1.11026 3.55587 -4.10922  0.37
45 H -2.46810 1.56935 -2.21057  0.24
46 H -2.07943 3.25131 -1.80869  0.30
47 H 0.13447 2.71089 -2.20743  0.24
48 C 1.17235 -2.07977 -6.15526  -1.11
49 C 1.30994 -3.17207 -5.11111  -0.10
50 O 0.02440 -3.66687 -4.73763  -0.49
51 H 0.56341 -1.25755 -5.77141  0.20
52 H 2.15029 -1.68910 -6.44360  0.35
53 H 0.66963 -2.45939 -7.04877  0.37
54 H 1.79240 -2.78467 -4.21403  0.24
55 H 1.90955 -4.00250 -5.49203  0.29
56 H -0.39506 -4.01805 -5.53200  0.25
57 C -3.43940 1.87759 7.05476  -1.20
58 C -2.08766 1.52958 6.46329  0.26
59 O -1.06034 2.31558 7.06427  -0.52
60 H -3.66033 2.93659 6.90711  0.31
61 H -4.23217 1.28483 6.59447  0.33
62 H -3.44722 1.69621 8.13229  0.36
63 H -2.07711 1.73189 5.39066  -0.06
64 H -1.85702 0.47076 6.61708  0.24
65 H -1.06604 2.12679 8.01010  0.30
66 C 3.03008 -6.07662 -1.17292  -1.05
67 C 2.54127 -5.81596 -2.58488  -0.14
68 O 3.29767 -4.77091 -3.19187  -0.49
69 H 2.94883 -5.17147 -0.56695  0.24
70 H 2.45056 -6.87101 -0.69873  0.33
71 H 4.08424 -6.36623 -1.17575  0.33
72 H 1.49539 -5.50656 -2.57664  0.26
73 H 2.62978 -6.71759 -3.19879  0.27
74 H 4.22088 -5.04968 -3.20804  0.27

## Properties
molar mass: 487.533 u
multiplicity: 1
relative energy (zero: lowest compared OMol25 entry of this formula, charge and spin): 32.3 kcal/mol
net charge: +1
E: -48890.187 eV
LUMO: -2.7486 eV


Entry 2:
The following is a quantum chemistry calculation of C4H35N2O13S as an isolated structure in a non-equilibrium geometry, from the Open Molecules 2025 dataset.

Last column: Mulliken charge in e.
Geometry (Å):
1 N -0.03630 0.75742 0.04751  -0.03
2 C -1.47438 0.98396 0.16691  0.53
3 C -1.86744 2.41219 0.51462  -0.53
4 C -3.26170 2.53428 1.14399  -0.97
5 S -3.40506 2.35502 2.94041  -0.20
6 C -2.14554 0.57212 -1.17769  0.12
7 N -2.60969 -0.68305 -1.20127  -0.19
8 O -2.11224 1.28070 -2.18021  -0.74
9 H 3.61851 -0.23823 -2.03181  0.29
10 H 0.39804 0.45908 0.90190  0.07
11 H 0.53742 1.28649 -0.58763  -0.01
12 H -1.86723 0.32214 0.93927  0.19
13 H -1.84888 3.06918 -0.36179  0.14
14 H -1.17405 2.88387 1.21121  0.46
15 H -3.63975 3.53017 0.89746  0.46
16 H -4.03346 1.95600 0.60440  0.35
17 H -2.63241 3.35349 3.33591  0.13
18 H -3.02854 -1.00352 -2.06501  0.28
19 H -2.66069 -1.32391 -0.40754  0.17
20 H 0.29520 -2.75621 -0.26344  0.30
21 H 1.24070 -2.37938 -1.28656  0.32
22 O 1.05996 -3.15480 -0.71205  -0.69
23 H 4.10592 -0.31072 0.64007  0.41
24 H 4.01049 -1.78196 -2.06728  0.28
25 O 3.69964 -1.05317 -1.52616  -0.54
26 H -1.22628 2.62167 -2.64202  0.49
27 H -1.24431 3.10715 -4.06403  0.28
28 O -0.70631 3.19271 -3.27138  -0.76
29 H -0.92045 -4.47914 1.47288  0.22
30 H -2.01534 -3.38505 1.72933  0.21
31 O -1.19769 -3.60001 1.17702  -0.56
32 H 2.12468 -1.13399 2.74196  0.42
33 H 2.05886 0.50588 3.19381  0.37
34 O 2.03448 -0.07918 2.42575  -0.71
35 H 1.28223 -2.61545 2.77058  0.35
36 H 2.57958 -2.87397 2.38172  0.47
37 O 2.15032 -2.40171 3.18517  -0.68
38 H 2.94996 0.37843 1.73739  0.39
39 H 3.58239 1.08595 0.64728  0.47
40 O 4.08839 0.45910 1.25264  -0.59
41 H 1.18227 1.13413 -3.37932  0.18
42 H 0.78048 2.45600 -2.70093  0.38
43 O 1.29950 1.63349 -2.55976  -0.55
44 H 3.72078 2.66377 -0.61984  0.29
45 H 2.43971 1.75586 -1.34288  0.38
46 O 2.99676 2.04257 -0.59576  -0.71
47 H 3.27707 -4.52119 0.93218  0.33
48 H 2.44964 -3.49844 0.21926  0.41
49 O 3.08104 -3.57935 0.99395  -0.67
50 H -3.23885 -2.98775 1.64386  0.34
51 H -1.92444 -2.22761 1.86744  0.37
52 O -2.71962 -2.24272 1.31399  -0.67
53 H 0.03113 -0.73365 -5.17272  0.31
54 H 0.41687 -1.03537 -3.75207  0.27
55 O 0.53381 -0.36698 -4.43616  -0.63

## Properties
molar mass: 351.392 u
multiplicity: 1
relative energy (zero: lowest compared OMol25 entry of this formula, charge and spin): 85.4 kcal/mol
net charge: +1
E: -45141.595 eV
LUMO: -2.8093 eV


Entry 3:
The following is a quantum chemistry calculation of one molecule with the formula C9H7NO in a non-equilibrium geometry, from the Open Molecules 2025 dataset.

Last column: Mulliken charge in e.
Geometry (Å):
1 C 2.98754 -0.69373 0.26110  -0.19
2 C 1.68701 -0.23493 -0.04400  0.74
3 C 1.44164 1.15321 0.04083  -0.51
4 C 0.17474 1.59627 -0.28541  -0.68
5 C -0.91646 0.74097 -0.14416  1.21
6 C -2.33674 0.95428 -0.00477  -0.68
7 C -2.84982 -0.27075 0.30322  -0.42
8 C -0.60951 -0.63401 -0.13260  0.21
9 C 0.61677 -1.20319 -0.43885  -0.92
10 H 3.04274 -1.74719 0.53959  0.31
11 H 2.30410 1.85254 0.08254  0.38
12 H 0.11835 2.72935 0.02218  0.20
13 H -2.68859 2.07010 0.10581  0.30
14 H -3.82983 -0.73599 0.32188  0.36
15 H -1.95098 -2.11197 -0.19980  0.03
16 H 0.70121 -2.37126 -0.35934  0.26
17 N -1.82506 -1.21356 -0.05097  -0.06
18 O 3.93288 0.11987 -0.01727  -0.53

## Properties
molar mass: 145.161 u
multiplicity: 1
relative energy (zero: lowest compared OMol25 entry of this formula, charge and spin): 69.5 kcal/mol
net charge: 0
E: -12981.154 eV
LUMO: -0.3966 eV


Entry 4:
The following is a quantum chemistry calculation of C4H10ClNO as an isolated structure in a non-equilibrium geometry, from the Open Molecules 2025 dataset.

Last column: Mulliken charge in e.
Geometry (Å):
1 C 0.84039 -0.41338 1.57740  -1.61
2 C -1.24486 -0.66191 0.18837  -1.51
3 C -0.01073 0.20963 0.43727  0.66
4 C -0.13799 0.97271 -2.19528  0.00
5 N 0.80106 0.13152 -0.78287  -0.68
6 O 0.21836 0.33311 -3.33319  -0.41
7 Cl 0.47625 2.61173 -2.28025  -0.18
8 H 0.97692 -1.47873 1.28881  0.37
9 H 1.78325 0.19856 1.55519  0.37
10 H 0.44377 -0.31092 2.52252  0.43
11 H -1.16942 -1.29883 1.03136  0.49
12 H -1.10951 -1.12169 -0.74914  0.44
13 H -2.01983 0.06422 0.30976  0.28
14 H -0.19898 1.18575 0.77246  0.37
15 H -1.16709 0.81390 -1.90709  0.38
16 H 1.57452 0.76153 -0.64033  0.27
17 H 1.08835 0.59292 -3.53525  0.32

## Properties
molar mass: 123.583 u
multiplicity: 1
relative energy (zero: lowest compared OMol25 entry of this formula, charge and spin): 70.0 kcal/mol
net charge: 0
E: -20367.980 eV
LUMO: 0.8090 eV